The following is a quantum chemistry calculation of an isolated molecule of C5H10N2S in a non-equilibrium geometry, from OMol25.

As for the SMILES: N[C@@H]1[C@@H](N)[C@H]2C[C@@H]1S2. As for the multiplicity: 1. For the energy above the lowest of the compared OMol25 structures with the same formula, charge and spin, the calculation gives 101.1 kcal/mol. As for the HOMO energy: -8.8 eV. The HOMO-LUMO gap comes out at 9.38 eV. The calculation puts the maximum force at 6.5 eV/Å. As for the net charge: 0.

Structure (XYZ):
```
18
C5H10N2S (the ωB97M-V functional and the def2-TZVPD basis)
H 0.70803 0.33817 3.09204
N -0.51793 -2.02268 -0.39351
H -1.45545 -1.78671 -0.88841
H -0.18536 -2.39452 -1.39873
H 0.39653 -0.40721 -2.26808
H 1.88603 0.59871 1.89477
H -1.29537 1.56506 -1.52319
C -0.98369 0.74986 -0.78997
H -1.98720 0.17898 -0.83946
S 1.32392 1.70320 -1.02045
C -0.06189 1.32039 0.33826
C 0.35762 -0.01006 -1.29885
H -0.81128 -0.00800 1.49825
H 1.33410 -1.40671 -0.16318
N 1.00824 0.01272 2.17870
H -0.23493 2.38936 0.81812
C 0.43105 -0.88089 -0.23175
C 0.08757 0.06033 0.99544
```


The following is a quantum chemistry calculation of a cluster of 2 separate species, C3H4N2S4 in total in a non-equilibrium geometry, from OMol25.

As for the multiplicity: 1. For the energy above the lowest of the compared OMol25 structures with the same formula, charge and spin, the calculation gives 73.2 kcal/mol. As for the HOMO energy: -8.1 eV. The HOMO-LUMO gap comes out at 5.03 eV. The calculation puts the maximum force at 2.6 eV/Å. As for the net charge: 0.

Structure (XYZ):
```
13
C3H4N2S4 (the ωB97M-V functional and the def2-TZVPD basis)
C 0.73055 -0.46211 0.35926
S -1.46455 -0.02901 2.55138
N 2.85942 -1.14594 0.26389
S -3.12943 0.32289 1.55320
S 0.25339 0.68589 -2.11622
C 2.53454 -0.48568 -0.85685
S -0.88487 1.95143 -0.95376
H -3.14049 1.62962 1.48785
H 3.08379 -0.54160 -1.72576
C 1.20347 -0.07609 -0.86755
H 1.56013 -1.11233 2.06490
N 1.69254 -1.01763 1.04339
H -0.94328 2.90755 -1.97168
```


The following is a quantum chemistry calculation of the ion C4H13N2S with charge +1 in a non-equilibrium geometry, from OMol25.

As for the SMILES: NC[C@@H]([NH3+])CCS. As for the multiplicity: 1. For the energy above the lowest of the compared OMol25 structures with the same formula, charge and spin, the calculation gives 21.8 kcal/mol. As for the HOMO energy: -12.3 eV. The HOMO-LUMO gap comes out at 8.89 eV. The calculation puts the maximum force at 1.5 eV/Å. As for the net charge: +1.

Structure (XYZ):
```
20
C4H13N2S (the ωB97M-V functional and the def2-TZVPD basis)
C 0.66329 1.13347 -1.32841
H 2.40884 0.44524 -2.88506
H 0.55120 -1.09393 -0.82969
H -0.57928 -1.80938 0.93791
H -2.87822 -0.57830 0.34519
H -1.83016 -0.40170 -0.92815
H -1.56723 0.61508 1.85978
H 2.02598 -0.24994 -0.42889
H 1.13380 1.95494 -0.78554
C 0.95301 -0.12267 -0.49994
C 0.26051 0.03433 0.90812
N -1.93473 -0.42754 0.07900
N 0.17842 -1.35734 1.48352
H 0.98712 0.59745 1.49738
H 1.07840 -1.82102 1.36807
H -0.10445 -1.42247 2.46498
C -1.18274 0.53429 0.84174
H -1.14398 1.55481 0.46028
S 1.37213 1.27516 -2.99985
H -0.39190 1.13952 -1.56043
```


The following is a quantum chemistry calculation of a cluster of 11 separate species, C36H86ClN10O12 in total in a non-equilibrium geometry, from OMol25.

As for the multiplicity: 1. For the energy above the lowest of the compared OMol25 structures with the same formula, charge and spin, the calculation gives 47.8 kcal/mol. As for the HOMO energy: -5.9 eV. The HOMO-LUMO gap comes out at 7.91 eV. The calculation puts the maximum force at 2.1 eV/Å. As for the net charge: -1.

Structure (XYZ):
```
145
C36H86ClN10O12 (the ωB97M-V functional and the def2-TZVPD basis)
N 3.27123 -4.17076 -2.21778
H -2.81503 -5.01104 -2.90310
H -2.23982 4.27725 -4.54313
H -3.49519 -1.93914 3.98313
O 3.52190 0.67823 1.99374
H 2.81646 -3.76110 5.43667
H -0.79510 -6.02045 1.25291
C 4.71677 -2.82384 2.99688
H 5.93057 3.63517 -0.11618
H -0.27451 3.10120 1.11518
C 1.99606 0.43759 -4.48438
H -3.64148 -2.62695 0.76840
H 2.52486 -0.90995 3.54374
C 3.95292 3.41284 2.69756
H 2.77114 2.86740 -2.50386
H 2.69944 -2.21619 -2.65746
C -3.80488 -3.71244 0.80753
H -0.50457 -1.08184 2.93192
C -0.67446 -0.51359 3.85893
H -2.55006 -0.39938 -2.46192
H 4.02331 4.11677 1.85860
H 0.24457 -5.06110 0.22349
C -0.50942 4.07630 0.68206
H -5.24070 -3.60412 2.34097
H -2.70613 -0.70289 6.21543
H 3.96689 4.04743 3.58723
H -0.44410 3.97200 -0.40430
H 0.82400 3.05073 -4.64661
H 1.54706 -3.10076 -1.61830
C 5.20087 2.85963 -0.40128
H 3.53116 -3.66951 -0.22100
H -1.58681 0.60021 5.98689
O 4.25729 -6.08946 -2.89593
C 3.84279 -1.10133 -5.06068
H -4.41846 3.06531 0.05087
H 3.05702 5.17596 -0.68226
H 4.82063 5.41619 -0.82661
O 0.23896 0.03494 4.45142
H -0.43268 1.19034 -2.56605
C -5.54454 -1.61875 -1.34269
O 4.78963 -2.34644 1.88931
C -0.33368 -5.03849 1.14905
H 3.05022 -1.86332 -5.01425
H -3.02205 0.36859 -0.37999
H -4.54603 -3.90459 0.02915
C 1.53010 3.58827 2.63925
N -4.31428 -0.88724 -1.33181
H 0.39003 -4.90821 1.95721
C 2.44135 -1.97930 3.38816
H -3.28492 0.64902 5.27209
C -3.24752 -5.03391 -1.89691
H 2.08565 2.83202 -0.90475
H -1.29520 -4.32591 -1.27866
N -1.96194 -0.58886 4.28592
H -5.41982 -2.60287 -1.81520
H -1.00561 -2.98233 0.88293
H 3.14568 1.53875 -1.39172
O -3.33149 2.59522 -4.31653
H 1.52819 -2.33958 3.86648
C -3.63386 3.81515 -0.08483
H 4.70121 -4.82139 -0.84847
H -1.64901 -3.84571 2.25492
C -2.29003 3.20913 -4.28677
H -0.61819 0.69845 -4.31444
N 3.63170 -2.70897 3.80152
C -2.80182 2.56664 1.88739
O -4.57503 -0.24672 0.82635
H -1.98872 5.65187 0.70750
H -2.10627 2.00822 1.24171
C -3.95063 -0.19267 -0.21725
O -0.49011 0.32024 0.63621
H 3.92694 5.08146 -2.23488
H 4.53920 -3.78364 5.34080
H 0.61058 3.00901 2.55138
C 2.23849 -3.18568 -2.46097
C 3.97075 4.82490 -1.16840
H -3.52966 -1.69743 -3.08131
H -3.30956 -6.06021 -1.53719
H -4.56355 -5.25784 2.03483
H 4.80115 2.73691 2.70003
C -1.80252 4.71422 1.22596
C 4.27266 1.27491 -4.92276
C 2.60649 1.44517 2.15587
H -2.46330 -3.10339 -1.30439
H -5.89393 -1.87660 -0.34963
H 4.41451 1.72801 -3.93339
H 2.26341 -2.24907 2.34617
H -0.03678 4.52883 -4.20926
C -2.96401 -1.18160 3.40455
C 3.67359 -3.13513 5.17957
N 4.10693 3.39992 -0.99648
H 2.66545 -5.25582 -3.84938
H -3.62237 -0.32901 3.20215
H -4.96835 5.01098 -1.22258
C -2.38867 0.06275 5.49333
H -3.73012 1.99576 1.84142
Cl 0.06639 -0.64701 -0.24792
H -6.24589 -1.11969 -2.02035
C -3.57977 -0.73512 -2.56308
H 1.59488 -3.48281 -3.29161
H -1.94545 1.59958 3.66946
H -4.27543 -4.70367 -2.06557
O 4.99605 -1.37077 -5.32106
N 3.38033 0.14497 -4.81315
H -2.60412 -1.53547 2.44513
H 3.74437 -2.28519 5.86267
N -1.09145 2.70552 -3.92168
C 3.00372 2.61426 -1.46372
H -1.52995 5.02413 2.24132
O 5.27996 1.68516 -0.13296
C 0.12554 3.48135 -3.93331
N -2.95822 3.84698 1.22225
C -4.18108 5.17575 -0.48842
O 0.75489 -1.67133 0.47110
H -2.94578 3.37157 -0.81851
O -0.97695 -1.24669 -1.00653
H -1.38568 3.23880 3.41084
O 1.03222 -0.01307 -1.12473
H -4.08028 -0.05614 -3.26338
C 3.36986 -5.25607 -3.00603
H 3.84844 2.03668 -5.57990
H -3.02781 2.88481 4.00343
H 0.35307 4.68975 0.97237
N 2.67843 2.72935 2.55710
H 1.97360 1.06851 -3.59298
H -4.61251 5.71735 0.35379
H -3.37638 5.80064 -0.87187
H 1.52248 0.92039 -5.33766
C -0.98706 1.31420 -3.49543
H 5.29750 1.02475 -5.17998
H 1.56626 1.10136 2.01987
C -2.34416 -4.16306 -1.02731
C 4.15242 -3.91574 -1.08335
C -2.24685 2.58082 3.29864
C -4.34703 -4.19530 2.13982
H 4.76725 -3.05513 -1.34426
H 1.47294 -0.42110 -4.06184
N -2.56454 -4.41256 0.39895
H 5.54446 -3.32272 3.52861
H 1.48539 4.36980 1.87308
H -3.58672 -4.04152 2.90189
H -2.00291 0.98303 -3.27905
C -1.42753 -3.94658 1.19058
H 1.48745 4.06647 3.62193
H 0.50280 3.61738 -2.91618
```